Entry 1:
25
Properties=species:S:1:pos:R:3:mulliken_charge:R:1 method="wB97M-V/def2-TZVPD" homo_energy_ha=-0.3273 gap_ha=0.352 e_lumo_ha=0.02459 smiles=NC[C@H](N)CCO.O.O de_lowest_kcal_mol=41.2 total_charge=0
N -0.287 0.725 2.251 -0.4325
C -0.411 0.796 0.825 -0.0175
C 0.872 1.117 0.095 0.4085
N 1.246 2.558 0.181 -0.6656
C 0.870 0.736 -1.366 -1.1456
C 0.541 -0.716 -1.688 -0.2437
O 1.458 -1.580 -1.023 -0.6074
H -1.166 0.759 2.734 0.1944
H 0.575 1.047 2.647 0.2048
H -0.974 -0.068 0.423 -0.3854
H -1.188 1.526 0.443 0.1980
H 1.654 0.493 0.596 0.2567
H 0.748 2.986 0.957 0.3300
H 0.782 2.944 -0.644 0.3139
H 1.822 0.976 -1.897 0.2891
H 0.062 1.327 -1.832 0.4872
H 0.440 -0.884 -2.786 0.3029
H -0.430 -1.076 -1.344 0.0104
H 2.288 -1.184 -0.760 0.3394
O -3.283 0.116 0.290 -0.6233
H -3.114 -0.337 -0.548 0.3212
H -2.631 -0.220 0.903 0.4309
O -0.372 -3.149 0.286 -0.6738
H 0.379 -3.683 0.589 0.3113
H 0.065 -2.517 -0.324 0.3961

Entry 2:
30
Properties=species:S:1:pos:R:3:mulliken_charge:R:1 method="wB97M-V/def2-TZVPD" homo_energy_ha=-0.3766 gap_ha=0.381 e_lumo_ha=0.00474 smiles=O.O.O.O.O.O.O.O.O.O de_lowest_kcal_mol=41.9 total_charge=0
O -0.872 -0.221 2.046 -0.6522
H -0.791 -1.179 2.196 0.2931
H -0.205 -0.077 1.362 0.3440
O 1.673 1.265 1.035 -0.6019
H 1.087 1.994 1.069 0.3007
H 2.066 1.211 1.896 0.2959
O -0.018 2.883 -0.817 -0.5970
H -0.629 2.678 -0.059 0.2929
H -0.191 3.821 -0.945 0.2641
O -0.828 -3.007 -0.766 -0.6548
H -0.237 -2.245 -0.648 0.3549
H -1.419 -2.766 -1.456 0.3435
O -0.210 -0.854 -2.758 -0.6458
H 0.315 -0.103 -2.985 0.3817
H 0.199 -1.615 -3.156 0.2738
O -1.853 0.472 -0.992 -0.6347
H -1.659 0.436 -0.051 0.4002
H -1.251 -0.173 -1.431 0.3033
O 1.349 1.261 -3.022 -0.7427
H 2.239 1.046 -2.674 0.3448
H 0.938 1.799 -2.337 0.3609
O 1.640 -1.271 0.058 -0.6214
H 1.830 -0.444 0.482 0.3100
H 1.645 -1.949 0.804 0.2959
O -1.386 2.385 1.815 -0.5996
H -1.430 1.564 2.358 0.3194
H -1.337 3.098 2.472 0.2764
O 0.080 -3.160 2.109 -0.6383
H -0.228 -3.355 2.984 0.2866
H -0.516 -3.495 1.410 0.3464

Entry 3:
15
Properties=species:S:1:pos:R:3:mulliken_charge:R:1 method="wB97M-V/def2-TZVPD" homo_energy_ha=-0.3278 gap_ha=0.366 e_lumo_ha=0.03845 smiles=Cc1ccn(C)n1 de_lowest_kcal_mol=30.7 total_charge=0
C -2.438 -0.673 0.060 -1.0191
C -1.030 -0.196 0.042 0.7516
C -0.633 1.158 -0.076 -0.7081
C 0.692 1.077 -0.353 -0.4232
N 1.058 -0.228 -0.245 0.6186
C 2.420 -0.405 0.206 -0.6925
N 0.004 -1.029 -0.007 -0.9365
H -3.075 0.067 0.552 0.3066
H -2.505 -1.629 0.576 0.3238
H -2.807 -0.806 -0.965 0.2212
H -1.221 2.058 0.025 0.3515
H 1.359 1.738 -0.883 0.3934
H 2.962 -1.185 -0.344 0.2357
H 2.499 -0.598 1.278 0.2847
H 2.714 0.652 0.131 0.2922

Entry 4:
48
Properties=species:S:1:pos:R:3:mulliken_charge:R:1 method="wB97M-V/def2-TZVPD" homo_energy_ha=-0.3338 gap_ha=0.288 e_lumo_ha=-0.04567 smiles="C[C@@H](I)Cc1cccc2c1C(=O)c1c(ccc(CC(=O)c3ccccc3)c1Br)C2=O" total_charge=0
C 0.123 0.185 3.973 -0.5847
C -0.709 1.216 4.918 -0.4823
I 0.606 2.694 5.886 0.0190
C -1.987 1.860 4.195 -0.7695
C -1.649 2.769 2.924 0.5912
C -0.987 4.196 3.029 -0.4498
C -0.681 5.086 1.779 -0.5394
C -0.998 4.602 0.313 -0.7164
C -1.637 3.195 0.197 0.4358
C -1.958 2.304 1.458 0.3065
C -2.617 0.868 1.122 -0.1265
O -3.589 0.378 1.742 -0.5072
C -1.940 0.117 -0.142 0.5664
C -1.617 1.009 -1.402 0.4622
C -1.008 0.432 -2.704 -0.8962
C -0.676 -1.103 -2.691 -0.3560
C -0.953 -1.978 -1.434 0.8136
C -0.550 -3.538 -1.452 -0.5889
C 0.459 -3.884 -2.638 0.2707
O 0.045 -4.712 -3.516 -0.5944
C 1.900 -3.263 -2.852 0.3700
C 2.709 -3.745 -4.116 -0.4478
C 4.135 -3.235 -4.428 -0.3440
C 4.868 -2.212 -3.507 -0.3886
C 4.051 -1.710 -2.261 -0.5578
C 2.599 -2.223 -1.945 -0.0340
C -1.612 -1.404 -0.135 -0.5833
Br -2.045 -2.453 1.475 -0.1265
C -1.958 2.583 -1.265 0.1180
O -2.393 3.286 -2.206 -0.5277
H -0.518 -0.239 3.127 -0.0187
H 1.112 0.643 3.629 0.2979
H 0.411 -0.714 4.643 0.3020
H -1.104 0.565 5.788 0.5272
H -2.705 0.990 3.962 0.3413
H -2.570 2.542 4.926 0.3801
H -0.699 4.645 4.042 0.2510
H -0.173 6.117 1.865 0.3024
H -0.743 5.283 -0.561 0.3587
H -0.781 1.042 -3.647 0.3402
H -0.223 -1.509 -3.668 0.2839
H 0.001 -3.725 -0.452 0.3713
H -1.474 -4.233 -1.442 0.3872
H 2.229 -4.489 -4.836 0.3216
H 4.695 -3.613 -5.343 0.3029
H 5.933 -1.857 -3.740 0.3200
H 4.604 -0.960 -1.589 0.2855
H 2.074 -1.810 -1.023 0.3134

Entry 5:
14
Properties=species:S:1:pos:R:3:mulliken_charge:R:1 method="wB97M-V/def2-TZVPD" homo_energy_ha=-0.0900 gap_ha=0.253 e_lumo_ha=0.16282 de_lowest_kcal_mol=37.5 total_charge=-1
C -2.345 -0.435 -1.814 -0.8847
S -1.433 -0.428 -0.203 -0.6176
H -1.700 -0.402 -2.657 0.2309
H -2.864 0.533 -1.859 0.1960
H -3.260 -1.069 -1.936 0.2328
N 1.105 1.237 0.811 -0.6369
C 1.772 -0.073 0.643 -0.1724
N 1.292 -0.932 1.714 -0.6476
H 0.078 1.251 0.963 0.2011
H 1.380 1.877 0.154 0.1729
H 2.915 0.199 0.555 0.1929
H 1.506 -0.311 -0.430 0.2746
H 0.297 -0.891 1.431 0.1818
H 1.258 -0.556 2.630 0.2762

Entry 6:
12
Properties=species:S:1:pos:R:3:mulliken_charge:R:1 method="wB97M-V/def2-TZVPD" homo_energy_ha=-0.3439 gap_ha=0.378 e_lumo_ha=0.03412 de_lowest_kcal_mol=81.0 total_charge=0
C -0.215 -0.036 0.898 -0.6742
C 0.688 -0.189 -0.075 0.7149
C -2.153 0.350 0.084 0.3441
C 2.105 -0.476 -0.024 -1.0389
N -2.191 1.279 -0.674 -0.3845
F 0.136 -0.225 -1.355 -0.2541
F -2.934 -0.585 0.523 -0.2065
H -0.178 0.001 1.908 0.4149
H 2.674 0.371 0.467 0.2655
H 2.544 -0.621 -1.022 0.3065
H 2.396 -1.358 0.708 0.2513
H -2.871 1.490 -1.438 0.2609

Entry 7:
21
Properties=species:S:1:pos:R:3:mulliken_spin:R:1 method="wB97M-V/def2-TZVPD" spin_multiplicity=4 homo_energy_ha="-0.0084 / -0.0576" gap_ha="0.158 / 0.205" e_lumo_ha="0.14951 / 0.14759" de_lowest_kcal_mol=0.0 total_charge=-1
C -1.498 -1.326 -2.643 -0.0224
Co 0.019 0.963 -0.843 2.0232
N 1.474 1.184 -2.249 0.0526
H -1.483 -1.057 -1.568 -0.0008
H -0.965 0.669 -2.001 -0.0307
H -2.425 -1.866 -2.824 -0.0107
H -0.636 -1.976 -2.855 0.0081
H -1.451 -0.453 -3.303 0.0048
H 2.311 0.715 -1.896 -0.0074
H 1.732 2.147 -2.459 -0.0021
H 1.201 0.730 -3.117 -0.0130
C -0.944 0.691 2.623 -0.0683
C 0.327 0.196 2.022 0.6671
C 1.206 -0.708 2.815 -0.0595
O 0.684 0.505 0.865 0.2420
H -0.915 0.550 3.706 0.0012
H -1.806 0.098 2.273 0.0653
H -1.085 1.765 2.424 0.0392
H 1.044 -1.746 2.504 0.0683
H 2.259 -0.453 2.655 0.0352
H 0.949 -0.629 3.871 0.0080

Entry 8:
151
Properties=species:S:1:pos:R:3:mulliken_charge:R:1 method="wB97M-V/def2-TZVPD" homo_energy_ha=-0.1204 gap_ha=0.177 e_lumo_ha=0.05660 total_charge=-1
C 2.970 -3.444 -0.921 -0.9104
N 1.722 -4.187 -1.158 0.0452
C 1.638 -4.508 -2.597 -1.2038
B 0.534 -3.466 -0.718 0.5648
O -0.695 -4.189 -0.910 -0.5870
Ga 0.480 -1.541 0.164 -0.7861
C -1.422 -1.048 0.834 -0.2742
C -2.324 -0.488 -0.259 -0.0222
O -3.438 -1.384 -0.573 -0.4597
C -3.770 -1.236 -1.924 -0.4348
C -5.138 -1.824 -2.181 0.7526
F -5.321 -3.041 -1.687 -0.2713
F -6.130 -1.015 -1.755 -0.2630
F -5.326 -1.925 -3.538 -0.2908
Si 1.402 0.234 -1.169 0.7093
C 0.556 1.873 -0.674 -0.6787
C 1.179 0.044 -3.066 -0.9561
C 3.277 0.508 -0.849 -0.7438
H 3.134 -2.702 -1.716 0.2618
H 3.045 -3.016 0.075 0.1933
H 3.785 -4.178 -1.007 0.3571
H 1.278 -3.630 -3.151 0.3241
H 2.606 -4.834 -2.983 0.3823
H 0.946 -5.342 -2.698 0.2991
H -1.076 -3.921 -1.753 0.1528
H 1.363 -1.620 1.485 -0.1323
H -1.905 -1.869 1.368 0.5225
H -1.265 -0.239 1.556 0.0073
H -1.781 -0.297 -1.194 0.0693
H -2.796 0.454 0.064 0.1033
H -3.016 -1.744 -2.536 0.3105
H -3.846 -0.161 -2.145 0.4103
H 1.132 2.735 -1.015 0.4300
H 0.389 1.925 0.401 0.0615
H -0.410 1.911 -1.193 0.1037
H 0.326 0.665 -3.371 0.0183
H 1.019 -0.984 -3.398 0.1496
H 2.048 0.432 -3.613 0.4032
H 3.456 1.422 -0.283 -0.1045
H 3.653 -0.367 -0.312 0.1190
H 3.826 0.524 -1.798 0.4504
C -1.327 -8.179 -5.858 -0.3309
C -0.069 -8.858 -6.356 -0.3759
O 0.940 -7.850 -6.264 -0.3168
S 0.632 -6.889 -5.009 1.1648
O 1.400 -7.338 -3.907 -0.4630
O 0.638 -5.548 -5.458 -0.5153
O -0.888 -7.354 -4.778 -0.2896
H -1.766 -7.537 -6.626 0.2892
H -2.074 -8.887 -5.508 0.2936
H -0.159 -9.209 -7.381 0.3077
H 0.217 -9.691 -5.709 0.2861
C 4.971 -1.717 5.427 -0.2885
C 3.604 -1.065 5.405 -0.2958
O 3.485 -0.540 4.084 -0.3800
S 4.259 -1.488 3.043 1.2244
O 3.322 -2.358 2.438 -0.5442
O 5.140 -0.680 2.286 -0.5693
O 5.111 -2.320 4.140 -0.3425
H 5.762 -0.975 5.546 0.2268
H 5.061 -2.472 6.206 0.3114
H 3.507 -0.270 6.138 0.2967
H 2.809 -1.799 5.558 0.3055
C -4.381 3.768 2.534 -0.3311
C -3.856 2.481 3.135 -0.3706
O -2.615 2.261 2.472 -0.2831
S -1.931 3.671 2.124 1.0737
O -0.987 3.981 3.137 -0.5315
O -1.592 3.666 0.750 -0.4622
O -3.228 4.592 2.365 -0.3174
H -4.828 3.594 1.552 0.2876
H -5.101 4.266 3.178 0.2871
H -4.522 1.637 2.975 0.3579
H -3.661 2.594 4.205 0.2524
C 3.769 -7.556 0.159 -0.0019
C 5.038 -8.219 -0.338 -0.3627
O 6.052 -7.222 -0.169 -0.3562
S 5.709 -6.324 1.121 1.1061
O 6.457 -6.809 2.228 -0.5811
O 5.744 -4.965 0.731 -0.4157
O 4.190 -6.787 1.291 -0.2672
H 3.349 -6.873 -0.584 0.0151
H 3.009 -8.275 0.455 0.2826
H 4.974 -8.519 -1.381 0.3226
H 5.304 -9.085 0.275 0.2879
C 5.505 4.802 1.306 -0.3549
C 5.841 4.829 2.782 -0.3857
O 4.859 3.991 3.389 -0.3533
S 4.458 2.798 2.364 1.2160
O 5.197 1.634 2.689 -0.5373
O 3.051 2.787 2.236 -0.4469
O 5.106 3.459 1.048 -0.3482
H 4.665 5.462 1.076 0.2955
H 6.354 5.066 0.679 0.3001
H 5.794 5.831 3.204 0.3104
H 6.828 4.398 2.973 0.2847
C -5.149 -0.031 -5.381 0.2336
C -4.069 -0.907 -5.976 -0.2082
O -3.818 -0.334 -7.270 -0.3880
S -4.034 1.248 -7.203 1.0288
O -2.774 1.871 -7.003 -0.5153
O -4.906 1.626 -8.255 -0.5923
O -4.812 1.299 -5.808 -0.2328
H -6.134 -0.279 -5.781 0.2332
H -5.176 -0.086 -4.297 -0.2698
H -4.374 -1.945 -6.072 0.3293
H -3.146 -0.853 -5.395 0.3147
C -3.535 7.961 6.808 -0.3598
C -2.578 6.898 7.304 -0.3458
O -2.497 5.959 6.230 -0.2872
S -2.649 6.726 4.826 1.1039
O -1.366 6.983 4.292 -0.5393
O -3.663 6.080 4.077 -0.4442
O -3.223 8.112 5.422 -0.3109
H -4.574 7.633 6.894 0.2682
H -3.411 8.909 7.326 0.3037
H -2.927 6.406 8.208 0.3052
H -1.580 7.309 7.476 0.2871
C 6.725 1.773 7.823 -0.3436
C 7.008 1.751 9.311 -0.3763
O 5.980 0.913 9.856 -0.3114
S 5.598 -0.227 8.796 1.1392
O 6.301 -1.414 9.121 -0.5637
O 4.193 -0.210 8.610 -0.5371
O 6.301 0.439 7.522 -0.2370
H 5.909 2.456 7.579 0.3027
H 7.600 2.031 7.234 0.3011
H 6.968 2.739 9.761 0.3085
H 7.975 1.291 9.528 0.2991
C -1.261 3.748 -5.111 -0.0531
C -1.625 5.193 -4.836 -0.3680
O -0.667 5.619 -3.859 -0.3378
S 0.724 4.857 -4.102 0.9616
O 1.597 5.703 -4.838 -0.6022
O 1.093 4.245 -2.882 -0.3171
O 0.171 3.725 -5.084 -0.2806
H -1.624 3.086 -4.321 0.0799
H -1.631 3.400 -6.069 0.3120
H -2.634 5.307 -4.450 0.3226
H -1.507 5.810 -5.731 0.3094
C -9.658 1.172 -2.379 -0.3607
C -8.580 0.288 -2.966 -0.1449
O -8.331 0.845 -4.266 -0.2545
S -8.543 2.439 -4.216 1.0640
O -7.283 3.063 -4.045 -0.4885
O -9.437 2.802 -5.255 -0.5430
O -9.321 2.493 -2.815 -0.3274
H -10.643 0.920 -2.779 0.2978
H -9.686 1.130 -1.294 0.3066
H -8.890 -0.750 -3.053 0.3266
H -7.656 0.343 -2.387 0.1525